{
  "formula": "C18H23NO5S",
  "method": "the ωB97M-V functional and the def2-TZVPD basis",
  "elements": ["C", "C", "C", "C", "O", "C", "C", "C", "C", "S", "O", "O", "N", "C", "C", "C", "O", "C", "C", "C", "C", "O", "C", "C", "C", "H", "H", "H", "H", "H", "H", "H", "H", "H", "H", "H", "H", "H", "H", "H", "H", "H", "H", "H", "H", "H", "H", "H"],
  "xyz": [[-4.00, 4.48, 1.62], [-3.26, 3.21, 1.21], [-1.84, 3.14, 1.78], [-0.86, 4.00, 0.98], [-0.66, 3.51, -0.33], [0.09, 2.40, -0.53], [0.10, 1.90, -1.84], [0.80, 0.76, -2.15], [1.52, 0.12, -1.16], [2.25, -1.47, -1.49], [2.45, -1.67, -2.89], [3.36, -1.67, -0.60], [1.01, -2.56, -1.07], [0.17, -2.13, -0.01], [-0.98, -1.40, -0.35], [-1.78, -0.81, 0.62], [-2.89, -0.06, 0.37], [-3.25, 0.16, -0.97], [-1.42, -0.97, 1.96], [-0.33, -1.73, 2.30], [0.48, -2.34, 1.33], [1.50, -3.07, 1.84], [2.18, -4.02, 1.04], [1.56, 0.61, 0.13], [0.85, 1.75, 0.45], [-5.01, 4.48, 1.21], [-3.49, 5.36, 1.25], [-4.07, 4.55, 2.70], [-3.21, 3.14, 0.13], [-3.82, 2.34, 1.57], [-1.84, 3.47, 2.82], [-1.50, 2.10, 1.75], [0.09, 4.10, 1.51], [-1.28, 5.00, 0.83], [-0.47, 2.44, -2.59], [0.80, 0.35, -3.15], [0.50, -2.74, -1.92], [-1.20, -1.28, -1.40], [-3.48, -0.77, -1.49], [-4.15, 0.78, -0.93], [-2.47, 0.70, -1.51], [-2.04, -0.51, 2.72], [-0.06, -1.88, 3.33], [1.48, -4.64, 0.48], [2.74, -4.63, 1.74], [2.87, -3.53, 0.34], [2.15, 0.09, 0.87], [0.88, 2.11, 1.46]],
  "de_lowest_kcal_mol": 51.2,
  "e_lumo_ev": 0.6,
  "e_homo_ev": -8.11,
  "smiles": "CCCCOc1ccc(S(=O)(=O)Nc2cc(OC)ccc2OC)cc1",
  "e_tot_ev": -41600.731,
  "homo_lumo_gap_ha": 0.3185,
  "charge": 0
}


{
  "formula": "C4H22NO10",
  "method": "the ωB97M-V functional and the def2-TZVPD basis",
  "elements": ["C", "O", "C", "C", "C", "O", "O", "N", "H", "H", "H", "H", "H", "H", "H", "H", "H", "H", "O", "H", "H", "O", "H", "H", "O", "H", "H", "O", "H", "H", "O", "H", "H", "O", "H", "H", "O"],
  "xyz": [[-1.75, 1.03, -1.11], [-2.51, 0.29, -0.24], [-0.33, 0.51, -0.97], [0.60, 1.75, -0.96], [0.86, 2.06, 0.49], [1.37, 1.06, 1.11], [0.48, 3.12, 0.93], [-0.09, -0.60, -1.86], [-2.26, 0.78, -2.07], [-1.78, 2.14, -1.03], [-2.36, 0.28, 0.66], [-0.49, -0.06, 0.06], [0.19, 2.53, -1.67], [1.69, 1.61, -1.29], [0.44, -0.35, -2.69], [0.53, -1.26, -1.44], [-2.46, -1.74, -2.73], [-3.58, -1.36, -1.88], [-3.45, -1.39, -2.85], [3.91, 1.45, -0.36], [3.03, 0.90, 0.61], [3.97, 1.09, 0.41], [-3.00, -0.31, 2.74], [-2.42, 1.01, 2.78], [-3.19, 0.57, 2.52], [1.38, -0.97, 0.92], [2.42, -0.95, 1.88], [2.06, -1.59, 1.34], [3.99, -2.07, -1.28], [3.17, -2.25, -0.01], [3.89, -2.67, -0.39], [-2.34, -1.38, -0.15], [-0.97, -2.06, -0.40], [-1.93, -2.38, -0.42], [0.43, 0.92, 2.53], [0.59, -0.13, 3.64], [-0.09, 0.43, 3.21]],
  "de_lowest_kcal_mol": 100.7,
  "e_lumo_ev": 2.9,
  "e_homo_ev": -6.12,
  "e_tot_ev": -26470.461,
  "homo_lumo_gap_ha": 0.3309,
  "charge": -1
}